Run i
This record from the Open Molecules 2025 dataset describes 2 unconnected molecules or ions with the total composition C5H12N2. The level of theory is ωB97M-V/def2-TZVPD.

Positions of all 19 atoms, in Å:
C (-1.201, 1.789, -0.022)
C (0.974, -1.840, -0.482)
C (-2.774, 1.639, -0.165)
C (1.321, -0.668, -1.181)
C (0.211, 0.614, 1.665)
N (1.921, -2.454, 0.229)
N (-0.496, 1.204, 0.826)
H (-0.773, 2.401, -0.707)
H (-3.257, 0.662, -0.136)
H (-3.050, 1.995, 0.864)
H (-3.080, 2.250, -0.983)
H (1.645, -0.679, -2.253)
H (0.486, 0.056, -1.279)
H (2.205, -0.097, -0.786)
H (-0.010, -2.234, -0.366)
H (0.796, -0.212, 1.276)
H (0.189, 0.946, 2.746)
H (2.951, -2.026, 0.024)
H (1.941, -3.346, 0.731)

Results
Kohn-Sham gap in eV: 11.099
LUMO energy in eV: -9.060
E_HOMO in eV: -20.16
Charge: +2

Run ii
This record from the Open Molecules 2025 dataset describes 2 unconnected molecules or ions with the total composition C5H12N2. The level of theory is ωB97M-V/def2-TZVPD.

Positions of all 19 atoms, in Å:
C (-0.836, -1.483, 1.489)
C (-0.515, 0.568, -0.827)
C (-1.641, 1.403, -0.625)
C (1.468, -0.784, -1.723)
C (0.643, 0.446, 1.857)
N (0.398, 0.170, -1.604)
N (-0.159, -0.489, 1.050)
H (-0.665, -1.748, 2.521)
H (-1.483, -2.161, 1.029)
H (-1.829, 2.050, -1.548)
H (-1.446, 2.022, 0.374)
H (-2.446, 0.701, -0.445)
H (1.081, -1.651, -2.237)
H (1.858, -1.114, -0.722)
H (2.351, -0.420, -2.367)
H (0.902, 0.133, 2.845)
H (0.255, 1.505, 2.009)
H (1.706, 0.296, 1.489)
H (0.357, 0.554, -2.566)

Results
Kohn-Sham gap in eV: 9.730
LUMO energy in eV: -10.516
E_HOMO in eV: -20.25
Charge: +2

The calculated energies rank the structures as follows, beginning with the most stable: run i, run ii.

Run i
This record from the Open Molecules 2025 dataset describes 2 unconnected molecules or ions with the total composition C2H2INO. The level of theory is ωB97M-V/def2-TZVPD.

Positions of all 7 atoms, in Å:
C (1.431, 1.147, -0.370)
C (-1.464, -1.258, -0.414)
N (1.338, 0.315, 0.377)
O (-0.266, -1.536, 0.001)
I (-2.469, 0.401, 0.359)
H (1.280, 2.109, -0.803)
H (0.149, -1.179, 0.851)

Results
Kohn-Sham gap in eV: 8.623
LUMO energy in eV: 0.264
E_HOMO in eV: -8.36

Run ii
This record from the Open Molecules 2025 dataset describes 2 unconnected molecules or ions with the total composition C2H2INO. The level of theory is ωB97M-V/def2-TZVPD.

Positions of all 7 atoms, in Å:
C (0.503, 0.082, 0.190)
C (-0.190, -1.121, 0.243)
N (1.175, 0.306, -0.905)
O (-0.694, -2.138, 0.152)
I (-2.606, 0.983, 0.092)
H (0.241, 0.642, 1.149)
H (1.570, 1.245, -0.922)

Results
Kohn-Sham gap (alpha / beta) in eV: 5.826 / 5.839
LUMO energy (alpha / beta) in eV: -2.592 / -2.584
E_HOMO (alpha / beta) in eV: -8.42 / -8.42

The calculated energies rank the structures as follows, beginning with the most stable: run ii, run i.